(1)
{
  "formula": "C4H7NO",
  "method": "ωB97M-V/def2-TZVPD",
  "species": ["N", "C", "C", "C", "C", "O", "H", "H", "H", "H", "H", "H", "H"],
  "xyz": [[2.443, -0.034, 0.614], [1.246, -0.024, 0.237], [0.123, -0.955, 0.602], [-0.943, -0.630, -0.440], [-0.564, 0.719, -1.013], [0.719, 0.946, -0.681], [2.967, 0.737, 0.186], [0.469, -1.982, 0.600], [-0.226, -0.715, 1.603], [-1.952, -0.620, -0.059], [-0.916, -1.334, -1.262], [-1.810, 2.010, 0.233], [-1.556, 1.884, -0.621]],
  "forces_ev_per_a": [[-0.57, 0.29, -0.42], [0.40, -0.03, 0.15], [0.08, 0.15, -0.07], [0.26, 0.48, 0.55], [1.19, -0.32, -1.02], [-0.98, -0.36, 0.32], [-0.12, -0.19, 0.12], [0.06, -0.09, 0.01], [0.03, 0.04, 0.15], [-0.28, 0.00, 0.08], [0.02, -0.08, -0.41], [0.37, -0.05, -1.62], [-0.48, 0.17, 2.17]],
  "e_above_lowest_kcal_mol": 109.44,
  "orbital_gap_ev": 8.995,
  "energy_ha": -286.45724,
  "total_charge": 0,
  "homo_ev": -8.617
}

(2)
{
  "formula": "C4H7NO",
  "method": "ωB97M-V/def2-TZVPD",
  "species": ["C", "C", "O", "C", "C", "N", "H", "H", "H", "H", "H", "H", "H"],
  "xyz": [[1.832, 0.100, 0.328], [0.682, 0.560, -0.515], [-0.211, 1.461, 0.290], [-0.669, 0.250, -0.177], [-1.450, -0.880, 0.265], [-1.854, -0.025, -0.907], [2.557, 0.917, 0.382], [1.465, -0.104, 1.338], [2.339, -0.787, -0.064], [0.882, 0.791, -1.565], [-2.008, -0.837, 1.190], [-1.085, -1.855, -0.051], [-2.570, 0.636, -0.604]],
  "forces_ev_per_a": [[0.04, 0.00, 0.03], [0.18, 0.13, 0.02], [0.28, 0.05, -0.44], [0.07, -0.43, -0.18], [-0.07, -0.26, 0.36], [-0.20, 0.02, -0.13], [0.04, -0.15, 0.07], [0.13, -0.05, -0.14], [-0.14, 0.11, -0.05], [-0.07, 0.62, 0.36], [-0.14, 0.02, -0.07], [-0.21, 0.04, 0.26], [0.08, -0.11, -0.09]],
  "smiles": "C[C@@H]1O[C@]12CN2",
  "e_above_lowest_kcal_mol": 74.99,
  "orbital_gap_ev": 10.440,
  "energy_ha": -286.51215,
  "total_charge": 0,
  "homo_ev": -9.343
}

(3)
{
  "formula": "C4H7NO",
  "method": "ωB97M-V/def2-TZVPD",
  "species": ["C", "C", "N", "O", "H", "H", "H", "H", "H", "C", "C", "H", "H"],
  "xyz": [[2.243, -0.144, 0.111], [0.737, -0.361, -0.136], [-0.050, 0.711, -0.466], [0.327, -1.459, 0.093], [2.728, -0.921, 0.686], [2.490, 0.909, 0.567], [2.736, -0.213, -0.806], [-1.046, 0.554, -0.376], [0.291, 1.757, -0.165], [-2.738, -0.660, -0.247], [-2.353, 0.189, 0.510], [-3.276, -1.343, -0.903], [-2.089, 0.983, 1.130]],
  "forces_ev_per_a": [[-0.41, 2.67, 1.20], [1.92, 1.10, 1.78], [2.29, 3.85, 0.47], [-1.28, -1.66, -0.51], [-0.60, -0.17, 0.53], [-0.46, -1.95, -0.84], [0.83, 0.28, -1.81], [0.79, 0.08, -0.73], [-0.96, -3.82, -1.20], [-1.13, -0.03, 0.04], [-2.07, -1.23, -0.17], [0.82, 0.37, 0.47], [0.25, 0.49, 0.76]],
  "smiles": "CC(N)=O.C#C",
  "e_above_lowest_kcal_mol": 84.88,
  "orbital_gap_ev": 10.232,
  "energy_ha": -286.49639,
  "total_charge": 0,
  "homo_ev": -9.336
}

(4)
{
  "formula": "C4H7NO",
  "method": "ωB97M-V/def2-TZVPD",
  "species": ["C", "C", "O", "C", "C", "N", "H", "H", "H", "H", "H", "H", "H"],
  "xyz": [[0.761, 0.617, 1.229], [-0.878, -0.303, 0.782], [-1.236, -1.241, 1.401], [-0.859, 0.106, -0.749], [0.622, -0.074, -0.753], [-1.308, -0.619, -1.819], [0.488, 1.676, 1.175], [1.831, 0.524, 0.960], [0.706, 0.243, 2.261], [-1.124, 1.172, -0.807], [0.984, -1.101, -0.677], [1.231, 0.582, -1.381], [-1.079, -1.611, -1.653]],
  "forces_ev_per_a": [[-0.20, -0.06, -0.03], [-0.04, -1.10, 0.47], [0.45, 1.21, -0.62], [-0.13, 0.19, -0.31], [0.01, -0.12, -0.47], [0.50, -0.13, 0.76], [0.07, -0.26, 0.09], [-0.34, -0.03, 0.02], [-0.04, 0.10, -0.25], [0.07, -0.24, 0.11], [-0.11, 0.22, 0.10], [-0.14, -0.13, 0.22], [-0.09, 0.34, -0.08]],
  "e_above_lowest_kcal_mol": 147.18,
  "orbital_gap_ev": [7.924, 8.376],
  "energy_ha": -286.39711,
  "total_charge": 0,
  "homo_ev": [-8.328, -8.817]
}

(5)
{
  "formula": "C4H7NO",
  "method": "ωB97M-V/def2-TZVPD",
  "species": ["C", "N", "C", "C", "C", "O", "H", "H", "H", "H", "H", "H", "H"],
  "xyz": [[2.330, 0.253, 0.255], [1.164, -0.531, -0.041], [-0.024, -0.201, 0.135], [-1.245, -0.859, -0.416], [-1.926, 0.456, -0.007], [-0.683, 0.929, 0.601], [2.146, 1.190, 0.792], [2.833, 0.476, -0.695], [3.009, -0.380, 0.832], [-1.597, -1.756, 0.093], [-1.042, -1.068, -1.465], [-2.236, 1.127, -0.814], [-2.728, 0.364, 0.730]],
  "forces_ev_per_a": [[0.18, 0.14, 0.13], [-0.34, 0.02, 0.14], [0.53, -0.36, -0.32], [-0.07, -0.12, -0.06], [-0.31, 0.02, -0.05], [0.23, 0.03, -0.03], [-0.01, -0.09, -0.02], [-0.06, 0.03, 0.21], [0.04, 0.23, 0.02], [0.07, 0.14, -0.01], [-0.57, 0.04, -0.07], [0.11, -0.14, 0.09], [0.19, 0.07, -0.04]],
  "e_above_lowest_kcal_mol": 46.24,
  "orbital_gap_ev": 10.568,
  "energy_ha": -286.55796,
  "total_charge": 0,
  "homo_ev": -9.537
}

(6)
{
  "formula": "C4H7NO",
  "method": "ωB97M-V/def2-TZVPD",
  "species": ["C", "C", "C", "O", "N", "C", "H", "H", "H", "H", "H", "H", "H"],
  "xyz": [[1.635, -0.632, 0.379], [0.207, -0.276, 0.166], [-0.841, -1.078, 0.022], [-1.953, -0.460, -0.467], [-1.432, 0.817, -0.982], [-0.309, 1.122, -0.086], [1.736, -1.689, 0.642], [2.199, -0.466, -0.550], [2.095, -0.020, 1.160], [-0.944, -2.130, 0.263], [-2.219, 1.433, -0.806], [-0.624, 1.614, 0.855], [0.428, 1.771, -0.570]],
  "forces_ev_per_a": [[0.08, -0.03, 0.12], [-0.12, -0.12, -0.06], [0.29, 0.01, 0.07], [-0.06, 0.17, 0.09], [-0.18, -0.02, 0.16], [0.12, 0.05, -0.05], [0.04, 0.16, 0.02], [-0.07, 0.00, 0.22], [0.03, -0.10, -0.01], [-0.04, 0.12, -0.28], [0.04, 0.01, 0.01], [0.10, -0.14, -0.12], [-0.22, -0.09, -0.19]],
  "smiles": "CC1=CONC1",
  "e_above_lowest_kcal_mol": 71.73,
  "orbital_gap_ev": 9.018,
  "energy_ha": -286.51733,
  "total_charge": 0,
  "homo_ev": -8.030
}

(7)
{
  "formula": "C4H7NO",
  "method": "ωB97M-V/def2-TZVPD",
  "species": ["O", "C", "C", "N", "C", "C", "H", "H", "H", "H", "H", "H", "H"],
  "xyz": [[-1.621, -0.999, 0.660], [-0.696, -0.176, 0.172], [-0.937, 1.254, 0.480], [1.127, 0.344, -1.396], [1.768, -0.214, -0.339], [0.281, -0.621, -0.714], [-1.375, -1.911, 0.439], [-1.786, 1.574, -0.137], [-1.205, 1.409, 1.528], [-0.071, 1.840, 0.169], [2.015, 0.341, 0.586], [2.314, -1.178, -0.394], [0.186, -1.663, -1.053]],
  "forces_ev_per_a": [[0.07, -0.14, -0.06], [0.07, 0.18, -0.18], [0.12, -0.01, 0.06], [0.09, -0.12, 0.01], [0.20, 0.06, 0.14], [-0.39, -0.23, 0.15], [-0.14, 0.08, -0.02], [0.09, 0.00, 0.07], [0.06, -0.08, -0.13], [-0.09, -0.10, 0.07], [-0.08, 0.05, -0.20], [-0.06, 0.19, -0.01], [0.06, 0.12, 0.08]],
  "e_above_lowest_kcal_mol": 97.23,
  "orbital_gap_ev": [7.805, 7.802],
  "energy_ha": -286.47670,
  "total_charge": 0,
  "homo_ev": [-7.440, -7.438]
}

(8)
{
  "formula": "C4H7NO",
  "method": "ωB97M-V/def2-TZVPD",
  "species": ["C", "C", "C", "N", "C", "O", "H", "H", "H", "H", "H", "H", "H"],
  "xyz": [[1.197, 0.407, 0.848], [0.561, 0.428, -0.526], [0.000, -0.825, -1.125], [-0.868, 0.233, -0.687], [-1.786, 0.092, 0.338], [-2.462, -0.892, 0.532], [0.755, 1.158, 1.512], [2.267, 0.630, 0.768], [1.092, -0.571, 1.330], [0.973, 1.166, -1.214], [0.047, -0.990, -2.197], [0.012, -1.726, -0.514], [-1.891, 1.017, 0.935]],
  "forces_ev_per_a": [[-0.01, 0.01, 0.09], [0.20, 0.10, 0.06], [0.07, -0.24, -0.13], [-0.26, 0.00, 0.17], [-0.04, -0.22, 0.05], [0.27, 0.38, -0.11], [0.10, -0.05, -0.14], [-0.18, -0.08, -0.01], [-0.07, 0.15, -0.09], [-0.10, -0.10, 0.11], [0.00, 0.04, 0.11], [0.03, 0.14, -0.06], [0.00, -0.12, -0.05]],
  "smiles": "C[C@H]1CN1C=O",
  "e_above_lowest_kcal_mol": 39.88,
  "orbital_gap_ev": 10.762,
  "energy_ha": -286.56810,
  "total_charge": 0,
  "homo_ev": -9.801
}

(9)
{
  "formula": "C4H7NO2",
  "method": "ωB97M-V/def2-TZVPD",
  "species": ["H", "N", "C", "C", "O", "C", "C", "O", "H", "H", "H", "H", "H", "H"],
  "xyz": [[-0.798, 1.955, -0.987], [-0.188, 1.154, -1.155], [-0.649, 0.117, -0.610], [-1.951, -0.012, 0.137], [0.129, -1.027, -0.631], [1.166, -0.988, 0.343], [2.002, 0.270, 0.156], [1.832, 1.248, 0.844], [-1.788, 0.298, 1.175], [-2.712, 0.643, -0.304], [-2.300, -1.047, 0.144], [0.737, -0.988, 1.355], [1.777, -1.884, 0.199], [2.744, 0.261, -0.666]],
  "forces_ev_per_a": [[-0.03, -0.17, -0.26], [-0.18, -0.15, 0.07], [-0.10, 0.35, -0.06], [0.03, -0.02, 0.01], [-0.29, -0.05, -0.15], [0.19, 0.04, 0.22], [-0.08, 0.57, 0.39], [0.46, -0.58, -0.10], [-0.05, -0.06, -0.10], [0.18, -0.19, 0.14], [0.01, 0.13, -0.07], [0.14, 0.04, -0.12], [-0.16, 0.09, -0.04], [-0.11, 0.00, 0.07]],
  "smiles": "[H]/N=C(\\C)OCC=O",
  "e_above_lowest_kcal_mol": 47.35,
  "orbital_gap_ev": 10.639,
  "energy_ha": -361.80539,
  "total_charge": 0,
  "homo_ev": -9.780
}

(10)
{
  "formula": "C4H7NO2",
  "method": "ωB97M-V/def2-TZVPD",
  "species": ["C", "O", "N", "O", "C", "C", "C", "H", "H", "H", "H", "H", "H", "H"],
  "xyz": [[-1.837, -1.508, -1.714], [-0.865, -1.161, -0.488], [-0.276, 0.201, -0.364], [-0.552, 0.928, -1.289], [0.591, 0.365, 0.567], [1.341, 0.315, 1.829], [1.475, 1.557, 0.993], [-2.423, -0.648, -1.997], [-1.139, -2.036, -2.478], [-2.507, -2.304, -1.236], [2.248, -0.253, 1.760], [0.803, 0.291, 2.747], [0.714, 2.404, 1.114], [2.426, 1.849, 0.557]],
  "forces_ev_per_a": [[2.35, -1.41, 2.11], [-1.06, -0.34, -0.31], [0.15, -2.55, -0.23], [-0.41, 1.54, -1.16], [1.49, 1.35, -0.39], [-0.33, -0.40, -0.73], [-3.47, 0.80, -0.73], [0.30, 0.20, -0.37], [-1.46, 1.44, 1.08], [1.04, 1.24, -0.56], [0.22, -0.58, 0.38], [-0.18, 0.01, 0.68], [1.59, -0.92, 0.45], [-0.22, -0.39, -0.23]],
  "smiles": "CO[N+]([O-])=C1CC1",
  "e_above_lowest_kcal_mol": 170.81,
  "orbital_gap_ev": 9.553,
  "energy_ha": -361.60866,
  "total_charge": 0,
  "homo_ev": -8.498
}

(11)
{
  "formula": "C4H7NO2",
  "method": "ωB97M-V/def2-TZVPD",
  "species": ["H", "N", "C", "C", "C", "O", "C", "O", "H", "H", "H", "H", "H", "H"],
  "xyz": [[1.598, 2.107, -0.517], [1.744, 1.101, -0.417], [0.636, 0.485, -0.475], [-0.727, 1.102, -0.666], [0.681, -1.028, -0.369], [-0.502, -1.558, 0.250], [-0.733, -1.155, 1.504], [-0.005, -0.463, 2.169], [-0.655, 2.189, -0.723], [-1.381, 0.850, 0.172], [-1.208, 0.722, -1.573], [0.683, -1.487, -1.361], [1.579, -1.328, 0.176], [-1.710, -1.537, 1.831]],
  "forces_ev_per_a": [[0.05, -0.10, -0.05], [-0.39, -0.08, -0.05], [0.17, 0.09, 0.01], [0.04, 0.10, 0.02], [0.18, 0.02, -0.06], [-0.09, 0.01, 0.11], [0.33, 0.26, 0.41], [-0.42, -0.44, -0.46], [0.03, -0.10, -0.04], [0.03, 0.08, -0.09], [0.09, 0.01, 0.08], [0.04, 0.13, 0.11], [-0.14, 0.06, -0.03], [0.08, -0.05, 0.05]],
  "smiles": "[H]/N=C(\\C)COC=O",
  "e_above_lowest_kcal_mol": 26.29,
  "orbital_gap_ev": 11.020,
  "energy_ha": -361.83896,
  "total_charge": 0,
  "homo_ev": -10.176
}

(12)
{
  "formula": "C4H7NO2",
  "method": "ωB97M-V/def2-TZVPD",
  "species": ["C", "C", "O", "C", "N", "C", "O", "H", "H", "H", "H", "H", "H", "H"],
  "xyz": [[-0.030, -1.741, 1.118], [0.646, -0.545, 0.523], [0.219, 1.029, 1.115], [-0.082, 1.252, -0.177], [-0.470, 2.480, -0.627], [0.184, 0.043, -0.741], [-0.280, -0.566, -1.890], [-1.076, -1.795, 0.816], [0.031, -1.688, 2.207], [0.485, -2.654, 0.804], [1.704, -0.463, 0.780], [-0.823, 2.510, -1.572], [-0.976, 3.046, 0.037], [0.469, -0.910, -2.391]],
  "forces_ev_per_a": [[-0.17, 0.35, 0.35], [-0.20, 1.41, 0.89], [0.48, -1.59, -0.10], [0.06, -1.18, -0.99], [-0.01, 0.20, 0.22], [-0.41, 1.02, -0.18], [0.29, -0.13, -0.01], [0.05, -0.02, 0.00], [0.00, -0.09, -0.03], [-0.01, 0.15, -0.06], [0.02, -0.15, -0.12], [0.04, -0.04, 0.13], [-0.03, -0.05, -0.09], [-0.10, 0.13, -0.03]],
  "smiles": "C[C@@H]1OC(N)=C1O",
  "e_above_lowest_kcal_mol": 70.84,
  "orbital_gap_ev": 8.076,
  "energy_ha": -361.76797,
  "total_charge": 0,
  "homo_ev": -7.274
}

What did the fifth record say?
{
  "formula": "C4H7NO",
  "method": "ωB97M-V/def2-TZVPD",
  "species": ["C", "N", "C", "C", "C", "O", "H", "H", "H", "H", "H", "H", "H"],
  "xyz": [[2.330, 0.253, 0.255], [1.164, -0.531, -0.041], [-0.024, -0.201, 0.135], [-1.245, -0.859, -0.416], [-1.926, 0.456, -0.007], [-0.683, 0.929, 0.601], [2.146, 1.190, 0.792], [2.833, 0.476, -0.695], [3.009, -0.380, 0.832], [-1.597, -1.756, 0.093], [-1.042, -1.068, -1.465], [-2.236, 1.127, -0.814], [-2.728, 0.364, 0.730]],
  "forces_ev_per_a": [[0.18, 0.14, 0.13], [-0.34, 0.02, 0.14], [0.53, -0.36, -0.32], [-0.07, -0.12, -0.06], [-0.31, 0.02, -0.05], [0.23, 0.03, -0.03], [-0.01, -0.09, -0.02], [-0.06, 0.03, 0.21], [0.04, 0.23, 0.02], [0.07, 0.14, -0.01], [-0.57, 0.04, -0.07], [0.11, -0.14, 0.09], [0.19, 0.07, -0.04]],
  "e_above_lowest_kcal_mol": 46.24,
  "orbital_gap_ev": 10.568,
  "energy_ha": -286.55796,
  "total_charge": 0,
  "homo_ev": -9.537
}

What did the eleventh record say?
{
  "formula": "C4H7NO2",
  "method": "ωB97M-V/def2-TZVPD",
  "species": ["H", "N", "C", "C", "C", "O", "C", "O", "H", "H", "H", "H", "H", "H"],
  "xyz": [[1.598, 2.107, -0.517], [1.744, 1.101, -0.417], [0.636, 0.485, -0.475], [-0.727, 1.102, -0.666], [0.681, -1.028, -0.369], [-0.502, -1.558, 0.250], [-0.733, -1.155, 1.504], [-0.005, -0.463, 2.169], [-0.655, 2.189, -0.723], [-1.381, 0.850, 0.172], [-1.208, 0.722, -1.573], [0.683, -1.487, -1.361], [1.579, -1.328, 0.176], [-1.710, -1.537, 1.831]],
  "forces_ev_per_a": [[0.05, -0.10, -0.05], [-0.39, -0.08, -0.05], [0.17, 0.09, 0.01], [0.04, 0.10, 0.02], [0.18, 0.02, -0.06], [-0.09, 0.01, 0.11], [0.33, 0.26, 0.41], [-0.42, -0.44, -0.46], [0.03, -0.10, -0.04], [0.03, 0.08, -0.09], [0.09, 0.01, 0.08], [0.04, 0.13, 0.11], [-0.14, 0.06, -0.03], [0.08, -0.05, 0.05]],
  "smiles": "[H]/N=C(\\C)COC=O",
  "e_above_lowest_kcal_mol": 26.29,
  "orbital_gap_ev": 11.020,
  "energy_ha": -361.83896,
  "total_charge": 0,
  "homo_ev": -10.176
}

Question: Number 11 is which compound?
Answer: C4H7NO2